35
Properties=species:S:1:pos:R:3:forces:R:3 method="wB97M-V/def2-TZVPD" de_lowest_kcal_mol=54.4 gap_ev=9.16 total_charge=+1
O -2.118 0.110 -3.256 0.150 0.058 1.321
O 1.378 -1.145 2.486 1.759 1.725 0.949
O 2.909 -0.921 0.304 1.215 0.898 -1.006
O -1.629 -2.786 -2.929 -1.198 2.468 -0.875
O -2.134 2.613 -1.573 0.746 -1.346 -0.084
O 0.297 -3.105 0.506 -0.520 2.721 -0.246
N 0.648 2.039 -0.610 -0.304 0.731 -1.467
C 0.117 -0.602 2.827 -0.792 -0.333 1.797
C 0.091 0.848 -0.004 -1.912 0.894 -1.046
C 1.891 2.270 -0.632 2.576 -0.876 1.387
C 0.262 -0.349 -0.534 -1.157 -1.054 0.836
C -0.852 1.289 1.114 -0.258 -0.990 1.049
C -0.070 0.844 2.392 -0.110 2.581 0.404
H 0.798 -2.391 0.980 -0.523 -1.853 -0.138
H 0.963 -0.682 -1.261 0.534 0.650 -0.793
H 2.369 3.184 -0.861 -0.541 1.345 -1.205
H -2.108 0.337 -4.168 -0.117 0.313 -1.174
H -0.749 -1.305 2.455 1.737 1.270 1.047
H 0.622 -3.961 0.673 0.969 -1.365 0.709
H -0.322 -1.242 -0.208 0.266 1.152 0.120
H -0.082 2.700 -1.124 1.359 -1.454 1.529
H 2.754 1.616 -0.243 -2.259 -0.051 -0.250
H -2.838 3.183 -1.374 -1.165 2.259 0.536
H -2.680 1.818 -1.632 0.849 -0.780 -0.501
H -1.827 0.728 1.036 0.841 0.813 0.028
H 2.165 -1.350 0.697 -0.261 -0.314 0.721
H -0.961 -2.436 -3.523 0.110 -0.119 0.040
H 3.676 -1.491 0.391 -0.062 -0.192 0.063
H -0.508 1.391 3.261 0.043 -0.437 -0.549
H 1.969 -0.487 3.037 -0.896 -2.356 -2.072
H -1.328 -3.576 -2.577 1.038 -2.344 0.920
H 0.899 1.422 2.230 -0.490 -1.154 0.648
H 0.298 -0.527 3.981 -1.855 -0.435 -1.683
H -1.025 2.429 1.263 0.264 -2.042 -0.907
H -2.875 -0.464 -3.126 -0.035 -0.386 -0.106



33
Properties=species:S:1:pos:R:3:forces:R:3 method="wB97M-V/def2-TZVPD" de_lowest_kcal_mol=61.6 gap_ev=10.26 smiles=CCO.CCO.CO.CO.O total_charge=0
O -21.284 -17.027 10.940 1.314 0.439 -1.017
O -19.248 -13.723 3.267 0.160 0.122 0.085
O -23.857 -13.829 8.206 0.525 0.164 0.427
O -21.140 -14.870 7.695 -0.382 -0.297 1.155
O -15.747 -17.544 5.409 -0.883 -0.233 -0.027
C -22.639 -16.751 11.166 -0.401 0.328 2.277
C -20.868 -15.540 6.499 -0.162 0.218 -0.686
C -22.775 -15.353 11.873 0.011 -0.142 -1.585
C -16.782 -16.996 6.243 1.548 0.553 0.898
C -23.382 -12.503 8.420 -0.623 0.076 -0.501
C -16.770 -17.610 7.604 -0.681 -1.230 1.066
H -24.156 -11.982 8.982 0.241 0.200 -0.031
H -21.105 -15.514 8.406 0.078 0.011 0.477
H -21.191 -17.979 10.858 0.123 0.029 -0.043
H -16.404 -16.020 6.549 -0.768 0.902 -0.959
H -22.492 -14.571 11.167 0.363 -0.033 -0.272
H -17.744 -17.020 5.730 -0.017 0.219 0.202
H -15.794 -17.526 8.083 0.194 -0.252 -0.359
H -23.802 -15.048 12.074 -0.117 -0.593 0.352
H -21.123 -14.746 5.797 0.610 -0.483 -0.754
H -22.413 -12.449 8.917 -0.066 -0.187 0.335
H -22.129 -15.201 12.737 -0.164 -0.529 0.061
H -22.879 -17.535 11.883 -1.087 0.128 0.183
H -23.241 -12.056 7.436 -0.091 0.516 0.015
H -17.136 -18.635 7.657 0.369 -0.283 -0.226
H -19.847 -15.920 6.472 0.305 0.465 -0.290
H -19.699 -13.748 2.424 -0.099 0.045 -0.243
H -17.421 -17.102 8.315 -0.258 0.495 -0.297
H -16.077 -17.351 4.528 0.493 -0.163 -0.304
H -23.040 -14.258 7.943 0.086 -0.779 -0.230
H -19.569 -14.494 3.735 -0.065 -0.176 0.170
H -21.483 -16.414 6.286 -0.492 0.031 0.232
H -23.256 -16.891 10.278 -0.063 0.441 -0.106



34
Properties=species:S:1:pos:R:3:forces:R:3 method="wB97M-V/def2-TZVPD" de_lowest_kcal_mol=61.0 gap_ev=9.82 smiles="C=CCC(=C)C.O.O.O.O.O.O" total_charge=0
O 3.200 -0.289 -1.306 -0.274 -0.680 -0.855
O -2.129 1.660 -1.605 0.185 -0.320 -0.725
O -0.802 -1.098 -1.916 -0.597 -0.024 -0.009
O -0.393 2.611 0.252 0.167 0.724 -0.842
O 1.420 1.453 -3.522 0.738 -0.304 -0.962
O 2.062 2.147 -0.582 -0.361 -0.748 0.023
C -0.956 -1.835 1.263 -0.748 -0.043 -0.728
C -1.292 -0.648 2.124 0.461 1.706 0.498
C 0.779 0.693 2.256 -0.937 -1.082 0.316
C 0.394 -2.085 0.664 0.405 -1.209 -0.415
C -0.134 -0.051 2.904 1.125 -0.157 -0.508
C -1.968 -2.594 0.836 -0.480 -0.185 0.353
H -1.821 -3.466 0.216 0.209 -0.021 -0.241
H 0.505 0.995 1.258 0.607 -0.305 -0.087
H -1.531 0.184 1.438 -0.409 -0.404 -0.058
H -1.277 -1.822 -1.461 0.487 0.489 -0.300
H 0.055 -0.360 3.925 -0.032 -0.221 0.014
H 1.149 2.172 -0.194 0.549 0.651 -0.335
H -3.010 -2.437 1.121 0.313 0.085 0.243
H 3.590 -0.313 -0.433 -0.335 0.461 0.237
H -2.151 -0.815 2.780 0.020 -0.190 -0.307
H 1.793 0.846 2.585 -0.047 0.539 0.397
H -1.001 2.407 -0.499 -0.104 -0.268 0.931
H 1.506 1.948 -2.712 -0.407 0.030 0.646
H -0.674 2.253 1.091 -0.640 -0.039 0.003
H 0.537 1.122 -3.657 -0.378 0.178 0.377
H 0.926 -1.317 0.113 -0.151 0.711 0.612
H -1.809 0.935 -2.162 0.609 0.058 0.045
H 0.226 -2.801 -0.138 -0.026 -0.336 0.002
H -2.941 1.260 -1.317 -0.827 0.130 0.588
H 2.288 3.021 -0.887 -0.038 0.495 0.108
H 2.446 0.325 -1.350 0.806 0.014 0.555
H -0.069 -1.483 -2.406 0.009 -0.151 0.079
H 1.081 -2.617 1.322 0.101 0.416 0.343